Entry 1:
Density functional theory data (ωB97M-V/def2-TZVPD) for a structure of composition C31H33ClN2O2PdSi2.

Cartesian coordinates (Å):
C -1.94945 -0.91889 5.00129
C -2.66423 -0.45335 3.84232
C -2.44887 -1.39620 2.78226
H -3.25389 0.46206 3.78227
C -1.59268 -2.43788 3.28460
C -1.28810 -2.13844 4.65444
H -0.63795 -2.72057 5.29907
H -1.89588 -0.41659 5.96774
H -2.85133 -1.34575 1.77776
H -1.21200 -3.28068 2.71695
Pd -0.66405 -0.61665 3.43285
Si -0.57664 -0.17726 -2.68297
C 0.02646 1.35468 -3.62290
C 1.34998 1.51211 -4.07794
H 2.10312 0.74802 -3.86322
C 1.72508 2.65130 -4.80284
H 2.75266 2.76265 -5.16380
C 0.79176 3.65625 -5.07180
H 1.08174 4.53932 -5.65463
C -0.51482 3.52387 -4.58754
H -1.24221 4.31827 -4.77753
C -0.88985 2.38946 -3.86200
H -1.90152 2.30727 -3.46470
C 0.23560 -1.56052 -3.63432
C -0.15390 -1.68562 -4.98050
H -0.88691 -0.99176 -5.39647
C 0.39885 -2.68199 -5.79259
H 0.07158 -2.78357 -6.83013
C 1.36526 -3.55724 -5.28035
H 1.77993 -4.35200 -5.90993
C 1.80146 -3.40486 -3.96000
H 2.56005 -4.08265 -3.55259
C 1.26384 -2.39475 -3.15936
H 1.65750 -2.26656 -2.14988
H -2.05601 -0.17837 -2.70878
Si 1.24513 0.19710 -0.49417
C 0.12472 -1.43698 -0.31332
C -1.27989 -1.60019 -0.47582
H -1.98518 -0.76305 -0.59359
C -1.88448 -2.87102 -0.43481
H -2.94030 -2.97845 -0.70924
C -1.14614 -3.99173 -0.06750
H -1.60420 -4.99040 -0.07266
C 0.18710 -3.81301 0.31894
H 0.76727 -4.67096 0.67568
C 0.78605 -2.54954 0.24022
H 1.80212 -2.44854 0.62348
C -0.02021 1.62985 -0.25225
C -1.26353 1.51512 0.39653
H -1.57046 0.57916 0.87847
C -2.17066 2.58044 0.41972
H -3.18064 2.43172 0.83000
C -1.79742 3.83169 -0.07881
H -2.51034 4.66789 -0.07375
C -0.49925 3.99878 -0.56994
H -0.17600 4.98526 -0.91749
C 0.38191 2.91734 -0.63145
H 1.39532 3.07181 -1.01086
H 2.70815 0.38606 -0.68683
Cl 1.77291 0.17548 1.59098
C 3.22146 0.49100 6.82441
O 2.35194 1.49915 6.24529
C 1.55125 1.01530 5.26749
O 1.55609 -0.16357 4.90744
N 0.72808 2.01765 4.79076
N 0.01777 1.76588 3.58179
H 2.63452 -0.32433 7.25901
H 3.73324 1.03883 7.60301
H 3.94925 0.13481 6.08460
H 1.03838 2.96794 4.97149
H 0.61215 1.97089 2.76157
H -0.82067 2.34954 3.55678

Cartesian forces, eV/Å:
C -1.05 -0.97 1.99
C -1.43 -0.15 0.02
C -2.01 -0.96 -0.68
H 0.13 -0.36 0.03
C -0.69 -0.66 -0.37
C -1.02 -1.12 1.85
H -0.29 0.05 -0.07
H -0.17 -0.26 -0.31
H -0.18 -0.11 0.28
H -0.19 0.15 0.16
Pd 6.42 4.72 -2.86
Si 1.30 0.78 -1.19
C -0.25 0.19 0.05
C -0.09 0.30 -0.10
H -0.26 0.13 -0.14
C -0.02 -0.13 0.13
H -0.37 -0.11 0.16
C -0.18 -0.13 0.11
H -0.14 -0.40 0.30
C 0.05 0.09 -0.03
H 0.22 -0.29 0.07
C 0.34 0.24 -0.18
H 0.14 0.06 -0.15
C 0.28 -0.54 -0.33
C 0.24 -0.48 0.04
H 0.10 -0.24 0.06
C 0.06 0.01 0.09
H 0.11 0.06 0.32
C -0.15 0.15 0.16
H -0.18 0.34 0.25
C 0.01 0.02 -0.23
H -0.26 0.34 -0.17
C -0.21 -0.04 -0.17
H -0.25 -0.15 -0.29
H 0.12 0.05 -0.01
Si -3.12 -0.28 2.69
C 0.28 -0.18 1.04
C -0.06 -0.09 -0.25
H 0.73 -0.36 -0.26
C 0.24 0.16 0.07
H 0.39 0.17 0.32
C 0.22 -0.02 -0.21
H 0.24 0.52 0.06
C -0.09 0.09 0.02
H -0.21 0.39 -0.06
C -0.04 -0.69 -0.43
H -0.13 0.01 -0.31
C 0.90 0.55 -0.06
C -0.46 -0.45 -0.27
H 0.26 0.33 -0.23
C 0.08 0.13 0.11
H 0.58 0.04 -0.09
C 0.04 -0.08 -0.08
H 0.40 -0.41 -0.01
C 0.01 0.25 0.11
H -0.08 -0.37 0.13
C -0.30 0.21 -0.34
H -0.32 0.03 -0.08
H -0.52 -0.16 -1.45
Cl 0.65 -0.21 0.68
C -0.15 0.45 -0.09
O -0.14 -0.52 -0.32
C -0.07 -1.59 -0.42
O 0.17 2.18 0.55
N 0.13 -0.16 -0.30
N 0.41 0.14 0.02
H 0.17 0.13 -0.28
H 0.17 -0.03 0.20
H -0.38 -0.04 0.17
H -0.02 -0.30 -0.07
H -0.47 -0.11 0.52
H 0.34 -0.31 0.13

Values from the calculation:
- gap between HOMO and LUMO (alpha / beta) (eV) = 5.451 / 3.858
- largest force on an atom (Eh/bohr) = 0.1647
- highest occupied orbital energy (alpha / beta) (eV) = -5.5 / -5.3
- ⟨S²⟩ = 2.008
- multiplicity = 3

Entry 2:
Density functional theory data (ωB97M-V/def2-TZVPD) for a structure of composition C31H33ClN2O2Si2Ti.

Cartesian coordinates (Å):
C 2.11783 -4.29614 2.53849
C 2.73976 -3.31189 1.67083
C 2.45432 -2.00850 2.20713
H 3.40851 -3.52298 0.83430
C 1.67812 -2.17273 3.40486
C 1.47212 -3.57876 3.62146
H 1.00450 -4.02499 4.50058
H 2.30075 -5.37191 2.50386
H 2.82849 -1.06074 1.81974
H 1.34249 -1.36100 4.05599
Ti 0.54422 -3.07576 1.66351
Si -0.26566 -0.88984 0.35914
C 0.45483 -0.89191 -1.34233
C -0.28590 -0.70425 -2.52816
H -1.36814 -0.56961 -2.46682
C 0.36075 -0.66004 -3.76168
H -0.20302 -0.41982 -4.66825
C 1.74656 -0.86513 -3.83836
H 2.25512 -0.80430 -4.80414
C 2.48233 -1.08944 -2.67085
H 3.56551 -1.22488 -2.70743
C 1.84505 -1.09312 -1.42672
H 2.43591 -1.24133 -0.51660
C 0.25938 0.55971 1.37066
C 1.16233 1.54381 0.94363
H 1.52378 1.53190 -0.08165
C 1.62304 2.51921 1.83378
H 2.34500 3.27033 1.48763
C 1.16152 2.54972 3.15731
H 1.46827 3.35388 3.83409
C 0.27741 1.55064 3.60185
H -0.07089 1.54418 4.63862
C -0.16919 0.57673 2.71179
H -0.84977 -0.21595 3.04003
H -1.63360 -1.50032 0.50857
Si -2.59168 2.62388 -1.34215
C -1.96110 3.94087 -0.23900
C -1.35536 5.10180 -0.74892
H -1.18957 5.20416 -1.82759
C -0.95544 6.12724 0.12420
H -0.51283 7.04296 -0.28146
C -1.14936 5.99127 1.50572
H -0.84379 6.79053 2.18697
C -1.79644 4.85069 2.00275
H -2.01146 4.76038 3.06989
C -2.20263 3.83051 1.13631
H -2.71326 2.94442 1.52499
C -1.60823 2.66672 -2.89829
C -0.21192 2.56157 -2.90475
H 0.30831 2.24227 -2.00055
C 0.50508 2.84963 -4.06901
H 1.59399 2.73512 -4.05850
C -0.15821 3.27896 -5.22666
H 0.42049 3.55725 -6.11373
C -1.56150 3.33737 -5.23344
H -2.09819 3.64626 -6.13057
C -2.28307 3.00992 -4.07706
H -3.37712 3.05833 -4.04888
H -4.02624 2.92387 -1.57591
Cl -2.76795 0.76951 -0.43563
C -1.72216 -6.89683 3.00623
O -1.07853 -6.78858 1.66023
C -0.54262 -5.63441 1.35662
O -0.71451 -4.56564 2.02868
N 0.28958 -5.59218 0.27324
N 0.59119 -4.24613 -0.14210
H -1.79909 -7.97951 3.20013
H -2.72574 -6.43208 2.97806
H -1.08582 -6.40669 3.76193
H -0.06272 -6.18244 -0.49302
H -0.11324 -3.95369 -0.84258
H 1.49940 -4.21207 -0.62101

Cartesian forces, eV/Å:
C 1.24 0.99 0.76
C 0.28 0.20 1.42
C 0.53 -0.41 0.49
H -0.43 0.10 0.19
C 0.87 -0.75 -0.18
C 1.21 0.42 -0.23
H -0.02 0.17 -0.50
H -0.37 0.40 -0.17
H -0.30 -0.32 0.10
H -0.02 -0.37 -0.44
Ti -1.69 1.42 -0.85
Si 1.05 -1.72 0.95
C -0.25 -0.07 -0.71
C 0.35 -0.10 0.20
H 0.36 0.07 -0.08
C 0.30 -0.08 -0.15
H 0.17 -0.21 0.32
C -0.24 0.19 0.13
H -0.19 -0.09 0.33
C 0.02 0.10 0.13
H -0.32 0.02 -0.12
C -0.06 0.05 -0.53
H -0.22 0.06 -0.30
C -0.33 0.69 0.51
C -0.10 -0.14 0.34
H -0.01 0.06 0.10
C -0.05 0.18 0.21
H -0.40 -0.30 0.16
C -0.12 -0.26 -0.26
H -0.02 -0.40 -0.26
C 0.00 0.22 -0.14
H 0.11 0.06 -0.35
C 0.25 0.20 -0.14
H 0.10 0.32 0.11
H -0.12 0.44 -0.15
Si -0.87 0.44 -0.37
C 0.29 0.17 0.68
C 0.16 0.13 0.41
H -0.04 0.00 0.43
C -0.13 -0.20 -0.07
H -0.10 -0.40 0.18
C -0.33 -0.24 -0.29
H -0.09 -0.31 -0.26
C -0.02 -0.01 -0.05
H 0.16 0.05 -0.30
C 0.29 0.50 0.17
H 0.22 0.30 -0.02
C -0.02 -0.24 -0.33
C -0.04 0.11 -0.47
H -0.03 0.17 -0.21
C 0.05 -0.03 0.15
H -0.40 0.15 -0.08
C -0.34 -0.18 0.29
H -0.30 -0.15 0.33
C 0.15 -0.07 0.12
H 0.19 -0.08 0.20
C 0.33 0.19 -0.12
H 0.41 0.07 -0.24
H 0.15 -0.07 -0.33
Cl 0.09 0.09 0.06
C -0.11 0.02 -0.12
O 0.27 0.63 0.35
C -0.58 1.68 1.60
O -0.93 -2.78 -0.73
N -0.78 -0.58 -1.30
N -0.45 -0.51 -0.94
H 0.10 0.62 -0.27
H 0.66 -0.23 -0.11
H -0.29 -0.22 -0.49
H 0.61 -0.03 0.42
H 0.41 0.10 0.42
H -0.35 -0.25 0.34

Values from the calculation:
- gap between HOMO and LUMO (alpha / beta) (eV) = 6.810 / 6.647
- largest force on an atom (Eh/bohr) = 0.0587
- charge = +1
- highest occupied orbital energy (alpha / beta) (eV) = -9.5 / -9.4
- ⟨S²⟩ = 0.766
- multiplicity = 2

Entry 3:
Density functional theory data (ωB97M-V/def2-TZVPD) for a structure of composition C31H33F10KN6O8P2.

Cartesian coordinates (Å):
K 0.21308 -1.48811 -0.37061
C -4.37297 -1.85123 -1.12062
N -2.94643 -1.95493 -0.97915
C -2.51826 -3.24893 -0.44525
C -2.62824 -3.31782 1.07938
N -1.42509 -2.77693 1.71594
C -1.50520 -2.21924 2.92412
C -2.61462 -1.98529 3.78400
F -3.86456 -2.39869 3.43730
C -2.52098 -1.36976 5.01971
F -3.65108 -1.18972 5.73956
C -1.31984 -0.94859 5.54464
F -1.24841 -0.32779 6.74549
C -0.18981 -1.19182 4.78145
F 1.02076 -0.83290 5.25714
C -0.29078 -1.79848 3.55378
F 0.86471 -2.06401 2.89466
C -2.24131 -1.51874 -2.17402
C -2.49789 -0.06366 -2.60062
N -2.44755 0.89377 -1.51424
C -2.77746 2.14622 -1.78232
C -3.12123 2.79724 -3.01437
F -3.11538 2.10681 -4.19263
C -3.41221 4.14685 -3.13558
F -3.72851 4.64133 -4.35634
C -3.37382 5.00426 -2.06138
F -3.69498 6.31957 -2.18024
C -3.02566 4.44807 -0.83896
F -2.96206 5.25293 0.24705
C -2.74664 3.11019 -0.71035
F -2.37558 2.68436 0.52144
H -4.65095 -0.82027 -1.34852
H -4.87138 -2.13214 -0.18979
H -4.75344 -2.51333 -1.92652
H -1.47610 -3.43044 -0.71212
H -3.09826 -4.07731 -0.89132
H -2.77891 -4.37384 1.35555
H -3.54245 -2.79957 1.36201
H -2.49751 -2.13171 -3.06079
H -1.18370 -1.67370 -1.99824
H -3.44817 -0.04461 -3.14998
H -1.72628 0.12655 -3.36369
C 4.16956 -4.87424 -1.48700
C 2.76802 -4.35748 -1.16982
O 1.84946 -5.45318 -1.21874
P 2.20711 -3.13523 -2.42407
O 2.61822 -3.67981 -3.88112
O 3.17474 -1.89184 -2.22783
O 0.75277 -2.87380 -2.30721
P 2.75282 -3.49027 0.51763
O 1.41758 -4.14953 1.13011
O 3.98095 -3.80896 1.27202
O 2.41550 -2.02752 0.19115
H 4.14344 -5.44895 -2.41574
H 4.51900 -5.49982 -0.66734
H 4.88247 -4.05653 -1.60177
H 1.23376 -5.33891 -0.48122
H 1.84297 -4.07470 -4.28883
H 3.02080 -1.70712 -1.20904
H 0.80675 -3.50224 1.55617
N -0.81232 3.73164 5.03393
C -0.16868 3.05170 4.36658
C 0.67338 2.21752 3.52157
C 2.04799 2.20058 3.71662
C 2.81960 1.40204 2.89831
C 2.18950 0.65759 1.90893
N 0.86860 0.68244 1.70593
C 0.12167 1.43944 2.51099
H 2.48871 2.79328 4.50851
H 3.89212 1.33283 3.02755
H 2.75303 -0.00913 1.26108
H -0.94957 1.44384 2.33260
O 1.01923 0.44333 -1.44792
C 1.42102 1.58505 -1.59848
C 0.55991 2.77190 -1.26833
C 1.11782 3.69175 -0.17082
C 2.20833 4.65710 -0.62735
C 3.49146 3.98046 -1.10351
C 3.27852 3.10219 -2.33427
N 2.68489 1.80195 -2.06812
H -0.39238 2.33733 -0.97668
H 0.38384 3.35032 -2.18504
H 1.50350 3.08513 0.65555
H 0.27628 4.25758 0.23451
H 2.44473 5.34248 0.19089
H 1.81473 5.27423 -1.44603
H 3.90561 3.35769 -0.30094
H 4.24484 4.73874 -1.34059
H 4.23016 2.90609 -2.82710
H 2.66309 3.64818 -3.05918
H 3.20963 0.96023 -2.25210

Cartesian forces, eV/Å:
K -1.73 0.54 1.54
C -0.07 0.02 0.07
N 0.33 -0.03 0.04
C -0.08 0.21 0.00
C 0.25 0.10 0.05
N -0.10 0.08 0.26
C 0.10 -0.31 -0.47
C -0.16 0.07 0.16
F -0.05 0.02 0.06
C -0.31 -0.11 -0.09
F 0.11 0.01 -0.03
C 0.01 0.04 0.08
F 0.03 0.01 0.01
C 0.13 -0.04 -0.19
F -0.02 0.01 -0.02
C 0.06 0.02 0.03
F 0.05 0.15 0.07
C -0.14 0.13 0.23
C 0.09 -0.07 0.01
N -0.18 0.32 -0.31
C 0.22 -0.39 0.22
C -0.05 0.16 -0.11
F -0.02 -0.05 -0.02
C 0.03 -0.27 -0.21
F 0.01 -0.02 0.06
C -0.01 0.11 0.03
F -0.01 -0.01 0.01
C 0.07 -0.09 0.26
F 0.00 -0.06 -0.08
C -0.06 0.13 0.09
F -0.01 -0.03 -0.07
H 0.02 -0.06 0.01
H 0.03 0.00 -0.04
H -0.05 0.03 0.01
H 0.00 -0.04 -0.14
H -0.06 0.02 -0.08
H 0.08 -0.02 0.05
H -0.03 0.06 0.01
H 0.01 -0.16 0.03
H -0.35 -0.02 -0.55
H -0.13 0.08 0.06
H -0.02 0.05 -0.04
C -0.08 -0.03 -0.04
C 0.08 0.04 0.02
O 0.22 -0.15 0.01
P -0.01 0.27 0.52
O 0.23 0.12 0.13
O -0.27 -0.34 0.35
O 0.46 -0.55 -0.77
P 0.02 0.43 -0.37
O -0.08 0.19 0.06
O -0.03 -0.11 0.01
O 1.52 -0.64 0.43
H 0.00 0.00 0.03
H -0.05 -0.03 0.01
H -0.08 0.04 0.01
H -0.06 0.10 -0.02
H -0.18 -0.04 -0.06
H 0.11 -0.01 -0.60
H -0.09 -0.39 -0.21
N 0.06 -0.02 -0.01
C 0.27 -0.33 -0.36
C -0.37 0.44 0.46
C 0.13 0.03 0.12
C 0.05 -0.03 -0.03
C -0.24 -0.08 -0.09
N 0.01 0.06 0.29
C 0.02 -0.20 -0.39
H 0.00 -0.01 -0.02
H -0.04 0.02 0.00
H -0.08 0.03 0.04
H 0.06 -0.05 -0.03
O 0.44 0.73 -0.49
C 0.24 -0.21 -0.09
C 0.04 0.15 -0.04
C -0.01 -0.14 0.00
C -0.04 0.06 -0.08
C -0.03 -0.16 0.12
C -0.05 -0.16 -0.13
N -0.14 0.26 0.17
H 0.01 0.00 0.07
H -0.02 0.01 0.05
H -0.05 0.00 -0.04
H 0.02 0.05 -0.02
H 0.00 0.00 0.02
H 0.02 0.00 0.04
H -0.01 0.05 -0.05
H -0.06 0.02 -0.02
H 0.05 0.01 0.03
H 0.01 0.01 -0.01
H -0.01 -0.01 -0.04

Values from the calculation:
- gap between HOMO and LUMO (eV) = 5.422
- largest force on an atom (Eh/bohr) = 0.0461
- charge = -2
- highest occupied orbital energy (eV) = -1.7

Going through the records in order, we get energy above the lowest of the compared OMol25 structures with the same formula, charge and spin values of 95.97, 15.30, 26.60 kcal per mole.
Going through the records in order, we get E_tot values of -2627.94324, -3349.54192, -4413.14390 a.u..